A molecular structure, C41H61N5O6RbSe. Source: the Open Molecules 2025 dataset; level of theory: ωB97M-V with the def2-TZVPD basis set.

Geometry as XYZ:
```
115
Properties=species:S:1:pos:R:3:forces:R:3:lowdin_charge:R:1
Rb 0.90688 -0.80015 0.72589 -0.431 -0.308 0.726 0.999
C -3.09097 3.29685 6.01954 0.056 -0.013 0.004 -0.064
C -1.56478 3.40082 6.05464 -0.004 0.013 0.018 -0.557
C -1.05100 2.55803 7.23190 -0.019 0.015 -0.045 -0.047
C -1.20282 4.87444 6.29415 -0.025 -0.056 -0.020 -0.058
C -0.92994 2.90299 4.75718 -0.025 0.020 0.011 -0.189
C -1.64983 2.28295 3.74994 0.045 -0.020 -0.017 -0.087
C -1.04112 1.81745 2.59023 -0.097 -0.075 -0.116 -0.402
Se -2.13441 0.85103 1.31129 0.100 0.046 0.053 1.073
C -2.43808 -0.81051 2.26652 0.043 0.114 -0.132 -0.406
C -3.13497 -0.75823 3.46687 0.028 -0.058 -0.019 -0.081
C -3.41240 -1.90000 4.19744 0.008 0.021 0.023 -0.192
C -2.99228 -3.11463 3.64141 -0.004 0.037 0.033 -0.003
C -2.32474 -3.22334 2.43757 0.060 -0.076 -0.056 -0.090
C -2.00880 -2.03633 1.67526 -0.096 0.072 0.173 -0.459
O -1.37947 -2.08142 0.55923 -0.234 -0.186 -0.191 -0.315
C -1.90898 -4.59337 1.88729 0.009 -0.008 -0.020 -0.529
C -2.28174 -5.74164 2.82839 0.014 0.025 -0.034 -0.080
C -2.61471 -4.84048 0.54449 0.029 0.061 0.028 -0.043
C -0.38569 -4.64974 1.67958 -0.065 0.019 -0.001 -0.050
C -4.14403 -1.88303 5.53784 -0.019 -0.014 0.009 -0.559
C -5.46169 -2.66433 5.42592 0.035 0.036 -0.003 -0.055
C -4.46659 -0.45797 5.99053 0.037 -0.083 -0.012 -0.073
C -3.26607 -2.53019 6.61998 -0.018 0.029 -0.037 -0.053
C 0.33458 2.05863 2.31444 -0.051 0.095 -0.071 -0.439
O 0.87513 1.78613 1.17031 -0.053 0.294 -0.017 -0.331
C 1.09197 2.63146 3.39558 0.062 0.047 -0.020 -0.093
C 0.44684 3.03052 4.55219 -0.042 -0.062 0.034 0.000
C 2.60475 2.80978 3.23300 0.026 -0.006 -0.009 -0.525
C 2.88699 3.79059 2.08296 -0.033 -0.047 0.001 -0.050
C 3.27125 3.37687 4.49018 -0.039 -0.036 -0.051 -0.077
C 3.27244 1.45294 2.94780 0.012 0.007 0.009 -0.044
H -3.50700 3.68673 6.95194 -0.008 0.002 0.004 0.082
H -3.50358 3.87675 5.19150 -0.026 -0.012 0.001 0.090
H -3.41979 2.26176 5.91406 -0.012 0.070 -0.007 0.056
H -1.48343 2.90102 8.17694 0.005 0.005 0.002 0.078
H -1.31907 1.50939 7.08755 0.014 -0.007 0.015 0.082
H 0.03619 2.61869 7.30823 0.000 -0.009 0.018 0.076
H -1.66072 5.23228 7.22097 0.006 0.015 0.004 0.076
H -0.12456 5.01660 6.37321 0.014 0.006 0.001 0.070
H -1.56383 5.48970 5.46749 0.007 0.017 0.008 0.087
H -2.71835 2.14575 3.84162 0.023 0.035 0.019 0.078
H -3.45308 0.21159 3.82228 -0.015 -0.045 0.011 0.071
H -3.20984 -4.02114 4.19313 -0.002 0.002 -0.003 0.087
H -3.36060 -5.79664 2.99002 0.003 -0.011 0.018 0.080
H -1.96203 -6.68649 2.38142 0.002 -0.006 0.006 0.078
H -1.78723 -5.64164 3.79759 -0.016 -0.026 0.008 0.083
H -3.69684 -4.88858 0.68989 -0.002 -0.006 -0.008 0.088
H -2.38709 -4.02576 -0.13982 -0.023 -0.008 -0.004 0.049
H -2.28260 -5.78550 0.10152 -0.002 -0.015 0.016 0.080
H 0.13527 -4.47279 2.62409 0.019 -0.002 -0.009 0.094
H -0.09383 -5.63601 1.30236 0.003 -0.004 0.009 0.080
H -0.08613 -3.88969 0.96120 0.025 0.012 0.000 0.055
H -6.10866 -2.20406 4.67644 -0.013 -0.012 0.002 0.086
H -5.28121 -3.69696 5.12308 -0.010 -0.007 0.005 0.073
H -5.98979 -2.67461 6.38462 -0.004 -0.008 -0.001 0.076
H -5.11495 0.05061 5.27441 0.003 0.028 0.010 0.088
H -4.97928 -0.48280 6.95553 -0.001 0.008 0.005 0.083
H -3.55103 0.12642 6.10611 -0.039 -0.015 0.000 0.065
H -3.02200 -3.56294 6.36755 0.006 -0.007 0.010 0.073
H -2.32919 -1.97869 6.72131 0.009 -0.014 0.012 0.087
H -3.77908 -2.52679 7.58670 0.000 -0.005 0.003 0.077
H 1.03564 3.46618 5.34943 0.016 0.020 0.000 0.088
H 2.51917 4.78708 2.34055 0.015 0.002 0.002 0.087
H 3.96383 3.85489 1.88943 0.011 0.015 0.003 0.079
H 2.36891 3.44171 1.19209 -0.013 0.010 -0.021 0.046
H 2.88661 4.36894 4.73518 0.013 0.003 0.028 0.080
H 3.12243 2.72071 5.35042 0.009 0.024 0.020 0.085
H 4.34661 3.46660 4.31597 0.006 0.003 0.004 0.080
H 2.86295 0.98422 2.05478 0.002 0.107 -0.015 0.048
H 4.35047 1.58739 2.80627 0.009 -0.008 0.005 0.078
H 3.12065 0.77580 3.79181 0.009 -0.005 0.006 0.096
N -0.32102 2.51228 -1.55265 0.050 -0.095 0.324 0.069
N 1.01540 2.91475 -1.68961 0.016 0.083 0.066 -0.008
C 2.06624 2.10795 -1.48522 0.354 0.036 -0.235 -0.399
N 3.26836 2.68289 -1.30439 -0.165 0.093 0.116 0.202
N 1.82036 0.80070 -1.61107 -0.566 0.040 -0.015 0.135
N 2.80051 -0.07189 -1.41621 0.743 -0.133 -0.304 -0.453
O 3.99403 0.25360 -1.29210 -0.074 -0.203 0.005 0.018
O 2.46224 -1.25424 -1.37490 0.320 0.038 -0.365 -0.098
H -0.39637 2.08699 -0.61925 -0.073 -0.028 -0.105 0.025
H -0.51187 1.80083 -2.24834 0.048 -0.035 0.035 0.068
H 1.15917 3.90060 -1.54774 -0.005 -0.013 0.010 0.140
H 3.28515 3.58546 -0.86044 -0.011 0.027 0.021 0.102
H 4.00946 2.02356 -1.10023 0.030 0.066 -0.025 0.080
C -1.32103 -3.59908 -2.97544 0.055 0.030 -0.016 -0.139
C -2.17016 -2.34600 -2.67595 -0.022 0.058 0.002 -0.142
C -1.13753 -1.21729 -2.71758 -0.100 -0.121 0.041 -0.204
O -0.11612 -1.67118 -3.59911 0.006 0.011 -0.003 -0.140
C 0.08335 -3.02276 -3.22020 -0.077 -0.035 0.029 -0.205
H -1.68525 -4.11649 -3.86367 -0.007 -0.017 0.007 0.100
H -1.32201 -4.30298 -2.14344 0.002 0.009 -0.020 0.093
H -2.64267 -2.38481 -1.69594 -0.006 -0.004 0.010 0.092
H -2.93622 -2.19999 -3.43834 -0.002 -0.020 -0.009 0.104
H -0.74271 -1.08369 -1.70645 0.060 0.143 -0.003 0.081
H -1.52548 -0.27197 -3.09537 0.020 0.008 -0.012 0.117
H 0.67203 -3.05769 -2.29523 0.046 -0.002 -0.002 0.104
H 0.63519 -3.52276 -4.01588 0.020 0.011 0.002 0.117
C 3.27193 -4.03093 -0.04871 -0.018 0.022 0.020 0.001
C 3.80581 -2.88866 0.77477 -0.058 -0.090 -0.033 -0.412
O 3.15643 -2.42012 1.68790 -0.014 -0.003 0.031 0.003
C 5.14215 -2.31570 0.43624 0.189 0.131 -0.057 -0.160
C 5.89093 -2.75541 -0.65099 -0.095 -0.087 -0.004 -0.027
C 7.10002 -2.15465 -0.96140 0.071 0.055 0.003 -0.078
C 7.57506 -1.10680 -0.18498 -0.062 -0.038 0.000 -0.084
C 6.83504 -0.66424 0.90460 0.059 0.006 -0.041 -0.072
C 5.62679 -1.26384 1.20919 -0.075 0.026 0.099 -0.016
H 2.32227 -4.36009 0.36735 -0.001 0.021 0.014 0.076
H 3.97396 -4.86594 -0.06903 0.021 0.012 -0.015 0.090
H 3.11878 -3.67971 -1.07074 0.010 -0.041 -0.017 0.081
H 5.52529 -3.55962 -1.27594 -0.019 0.007 0.009 0.110
H 7.66765 -2.49878 -1.81646 0.001 0.003 0.001 0.100
H 8.51610 -0.63096 -0.43073 0.007 -0.008 -0.007 0.099
H 7.19978 0.15729 1.50820 -0.017 -0.002 0.012 0.103
H 5.03018 -0.91432 2.04217 -0.011 -0.017 -0.011 0.111
```
Forces are in eV/Å.

Computed properties:
Calculated total energy = -4749.66757 Eh
E_LUMO = 0.0701 hartree
Kohn-Sham gap = 5.79 eV
Max |F| = 0.0175 hartree/bohr
Relative energy (zero: lowest compared OMol25 entry of this formula, charge and spin) = 0.00 kcal per mole
Charge = -1
Molecular weight = 884.4 g mol⁻¹